DFT (ωB97M-V/def2-TZVPD) results for C20H31AuNO2Se4Si2Te2 as an isolated structure.

LUMO level (spin up / spin down) in eV: 1.539 / 0.511
Total charge: -1
Multiplicity: 3
Orbital gap (spin up / spin down) in eV: 5.7 / 5.0
Expectation value of S²: 2.013

The geometry in XYZ format:
```
63
Properties=species:S:1:pos:R:3:forces:R:3:lowdin_charge:R:1
Au 0.508924 0.460782 0.020010 -0.5 0.7 -0.4 0.511
Se 2.493116 -0.776077 0.058221 0.6 -0.4 0.2 -0.188
Te 3.069457 -0.043319 -2.225897 0.1 -0.2 -0.3 0.091
Te 3.225128 2.676207 -2.200359 0.0 0.5 0.6 0.110
Se 2.821226 3.505703 0.032767 0.1 -0.4 -0.5 -0.219
C 1.512238 -2.183628 6.415486 0.0 -0.2 0.3 -0.088
O 1.067763 -1.419385 5.325166 0.0 0.5 -0.4 -0.081
C 1.817929 -0.332675 4.969196 -0.1 0.1 -0.2 -0.203
C 2.948777 0.092666 5.648489 0.0 -0.1 0.1 -0.031
C 3.667831 1.189761 5.195976 0.0 0.1 0.0 -0.088
C 3.264781 1.867616 4.060233 0.0 0.0 0.1 -0.075
C 2.123116 1.470212 3.389002 -0.1 -0.2 0.0 -0.029
C 1.385744 0.379257 3.831751 0.5 0.2 0.5 -0.167
N 0.262094 -0.089751 3.154372 -0.4 -0.2 -0.4 0.093
C -0.431540 0.551106 2.211798 -0.4 -0.3 0.7 -0.198
C -0.770319 1.946834 2.255331 0.1 0.4 -0.2 -0.182
C -0.888595 2.643549 3.464796 -0.2 0.1 0.0 -0.036
C -1.532549 3.856572 3.491597 0.2 0.0 0.4 -0.106
C -2.027585 4.413394 2.308066 -0.1 0.0 -0.2 -0.092
C -1.900710 3.765376 1.107640 0.0 0.1 0.0 -0.012
C -1.205417 2.538936 1.032743 0.2 -0.1 0.3 -0.398
O -0.914224 2.008271 -0.099153 -0.1 -0.3 -0.2 -0.199
H 2.502659 -2.618518 6.230293 -0.1 0.1 0.0 0.100
H 0.781517 -2.981322 6.538282 0.1 0.0 0.0 0.096
H 1.544709 -1.583766 7.332583 0.0 -0.1 -0.1 0.093
H 3.277951 -0.427171 6.535156 0.0 0.0 0.0 0.098
H 4.545363 1.505669 5.742865 0.1 0.0 0.0 0.099
H 3.823126 2.706023 3.674081 0.1 0.1 0.0 0.102
H 1.826753 2.000269 2.497202 -0.1 0.0 -0.1 0.058
H 0.103363 -1.096203 3.232907 -0.1 0.0 -0.3 0.052
H -1.149131 -0.077480 1.686942 0.0 -0.2 -0.1 0.027
H -0.523162 2.197601 4.380114 0.0 0.0 0.0 0.115
H -1.683717 4.367713 4.431567 0.1 0.1 0.0 0.091
H -2.502286 5.384002 2.339556 -0.1 0.1 0.0 0.098
H -2.250131 4.199709 0.182890 0.0 0.0 -0.1 0.113
C -4.655430 -3.115797 1.883325 0.1 0.6 -0.2 -0.236
Si -4.526347 -1.404479 1.038716 -0.2 -0.2 0.2 0.088
C -6.220717 -1.137556 0.192342 0.6 0.0 0.2 -0.240
C -4.270000 0.011141 2.301420 -0.1 -0.5 -0.4 -0.224
Se -2.869713 -1.442119 -0.496129 0.2 -0.1 0.2 0.213
H -5.607776 -3.260817 2.386818 -0.2 0.1 0.1 0.012
H -3.855560 -3.253586 2.603688 0.2 0.0 0.1 0.002
H -4.554593 -3.890394 1.127790 0.0 -0.1 -0.2 0.013
H -7.012985 -1.296414 0.918227 -0.2 0.0 0.2 0.013
H -6.364466 -1.835880 -0.626319 0.0 -0.2 -0.1 0.014
H -6.320264 -0.132897 -0.204934 0.0 0.2 -0.1 0.013
H -5.136178 0.143796 2.944244 -0.2 0.0 0.2 0.015
H -4.091772 0.950958 1.784200 0.0 0.1 -0.2 0.017
H -3.404482 -0.183303 2.928374 0.2 -0.1 0.1 0.011
C 1.404816 -5.364967 0.586210 -0.6 0.1 0.0 -0.235
Si -0.430606 -4.895230 0.843981 0.0 -0.1 0.3 0.107
C -1.450219 -5.364777 -0.695980 0.3 0.2 0.5 -0.224
C -1.058188 -5.838221 2.384944 0.2 0.1 -0.6 -0.248
Se -0.602249 -2.706695 1.335604 -0.3 0.0 -0.2 0.236
H 1.537122 -6.442998 0.573792 0.0 -0.3 0.0 0.012
H 2.020160 -4.958875 1.383811 0.0 0.1 0.2 0.013
H 1.783403 -4.966209 -0.349779 0.0 0.1 -0.2 0.016
H -1.627233 -6.434789 -0.756385 0.0 -0.3 0.0 0.014
H -0.940413 -5.050617 -1.601393 0.1 0.1 -0.1 0.021
H -2.409347 -4.857455 -0.676541 -0.2 0.1 0.1 -0.004
H -0.991971 -6.913332 2.249875 0.0 -0.3 0.0 0.010
H -2.091554 -5.582671 2.597426 -0.2 0.1 0.0 0.007
H -0.469161 -5.568405 3.257260 0.1 0.1 0.1 0.011
```
Forces are in eV/Å.

DFT (ωB97M-V/def2-TZVPD) results for C20H31B4F16N3O2Rb as an isolated structure.

LUMO level in eV: 2.594
Energy above the lowest of the compared OMol25 structures with the same formula, charge and spin in kcal/mol: 0.0
Total charge: -3
Orbital gap in eV: 4.4

The geometry in XYZ format:
```
77
Properties=species:S:1:pos:R:3:forces:R:3:lowdin_charge:R:1
Rb 3.892082 -0.140495 2.848005 -0.4 -0.1 -1.0 0.888
B 3.606831 -5.825721 -3.432878 1.4 1.3 0.5 -1.467
F 4.521844 -5.506060 -4.398096 1.2 -0.3 -1.4 0.126
F 3.577252 -4.761237 -2.558787 0.1 0.7 1.7 0.110
F 2.388613 -5.954142 -3.946956 -3.3 -0.8 -1.6 0.155
F 3.960746 -7.008132 -2.804184 0.5 -1.5 1.0 0.080
B 4.662739 2.883979 -6.372989 0.7 -1.9 0.8 -1.575
F 5.912313 3.181545 -5.975494 3.1 1.9 1.1 0.137
F 3.906842 3.950111 -6.626323 -1.8 3.3 -1.3 0.149
F 4.841457 2.077821 -7.442476 -0.5 -1.4 -2.9 0.136
F 4.081043 2.202242 -5.369586 -1.7 -1.5 2.1 0.153
B 7.509517 -1.489253 -4.569411 -0.6 0.5 -0.8 -1.428
F 6.992613 -1.620801 -5.834377 0.0 -0.4 -2.0 0.110
F 6.428913 -1.339664 -3.765682 -0.9 0.2 1.9 0.144
F 8.266041 -2.587782 -4.247483 1.1 -1.6 0.7 0.098
F 8.344183 -0.377633 -4.535103 0.9 1.1 0.3 0.078
B 1.204499 -0.108309 -1.008246 0.9 -1.0 -1.3 -1.447
F 0.729582 -1.347225 -1.297013 -1.8 -2.0 0.5 0.137
F 0.857515 0.697473 -2.037883 -0.6 1.9 -0.9 0.154
F 0.767231 0.391912 0.209617 -0.7 0.6 1.8 0.074
F 2.563716 -0.304376 -0.955710 2.1 0.7 1.0 0.116
C -4.742414 -2.757956 -4.091239 -1.4 1.3 -0.4 -0.224
C -4.449524 -4.166865 -3.747868 0.8 -2.1 -0.8 -0.175
C -2.918135 -4.355403 -4.131460 -0.6 1.3 1.4 -0.146
O -2.454597 -3.016141 -4.385175 -0.1 -0.6 -1.3 -0.131
C -3.430324 -2.059201 -3.974191 1.3 -0.8 1.0 -0.203
H -5.506155 -2.357023 -3.424856 0.1 0.2 0.2 0.105
H -5.134650 -2.549641 -5.086654 0.0 -0.6 -0.3 0.108
H -5.004266 -4.923810 -4.302306 -0.3 0.2 -0.3 0.093
H -4.740637 -4.375388 -2.718371 0.7 0.1 0.3 0.099
H -2.705584 -5.007305 -4.978786 -0.3 0.2 -0.2 0.111
H -2.365510 -4.751238 -3.279388 0.1 -0.1 0.1 0.113
H -3.356019 -1.143418 -4.560634 0.3 -0.1 0.1 0.127
H -3.154630 -1.930186 -2.927555 -0.4 0.9 0.3 0.124
C -1.639195 6.463935 -2.286401 -0.4 -1.0 -0.7 -0.187
C -2.237124 7.433611 -1.309357 0.6 1.2 0.7 -0.175
C -1.031460 7.753405 -0.344194 0.1 -1.3 -0.2 -0.176
O 0.110527 6.992990 -0.834182 -0.6 0.8 -0.1 -0.152
C -0.435822 5.877224 -1.544740 0.0 0.2 -0.6 -0.180
H -1.442314 6.991810 -3.219506 1.1 0.1 0.2 0.110
H -2.314813 5.713041 -2.696026 -0.2 -0.4 0.7 0.111
H -3.098686 7.058286 -0.757155 0.1 0.0 0.0 0.100
H -2.496074 8.344869 -1.848470 -0.4 0.0 0.2 0.094
H -1.245724 7.383088 0.658327 -0.2 -0.1 0.2 0.097
H -0.783857 8.808121 -0.224249 0.2 0.0 -0.4 0.104
H -0.673897 5.103787 -0.814516 -0.6 -0.1 0.0 0.122
H 0.265637 5.407140 -2.233997 0.4 0.4 0.2 0.134
N 0.889369 4.059428 6.933694 0.2 1.5 -0.3 -0.007
C 0.680253 4.793664 5.784019 -0.4 0.4 0.1 -0.126
C -0.029620 3.996847 4.909006 1.1 2.5 -1.3 -0.133
C -0.147813 2.760919 5.449404 -0.6 -2.2 2.6 -0.112
C 0.342388 2.854609 6.768191 -0.1 -2.0 -1.0 -0.156
H 1.348008 4.358290 7.782477 -0.1 0.1 -0.4 0.148
H 0.931418 5.834770 5.644664 0.2 -0.2 0.4 0.102
H -0.310966 4.344670 3.926025 -0.1 -0.2 0.0 0.107
H -0.611816 1.881781 5.027242 0.0 0.1 0.0 0.097
H 0.455799 2.113972 7.546012 -0.2 -0.1 -0.2 0.101
N 0.628371 -3.344477 5.385478 -1.6 0.5 2.1 -0.022
C 1.150973 -3.700314 6.630796 -0.4 1.3 -0.5 -0.138
C 2.388567 -4.220039 6.396445 0.3 -1.2 -1.9 -0.120
C 2.487219 -4.379435 4.967816 0.0 1.7 -0.7 -0.095
C 1.398491 -3.709265 4.369811 1.5 -1.8 0.3 -0.127
H -0.288313 -2.940463 5.256857 0.1 -0.1 0.1 0.149
H 0.619285 -3.387669 7.517338 0.2 -0.1 0.0 0.095
H 3.222401 -4.599000 6.968730 -0.6 0.2 0.7 0.087
H 3.366307 -4.729529 4.447211 -0.2 -0.2 0.0 0.087
H 0.981724 -3.625886 3.376964 0.5 0.0 -0.2 0.128
N -4.696109 -1.220371 3.314656 1.2 0.2 0.1 -0.011
C -4.597495 -2.469360 3.872148 0.2 -1.8 -1.6 -0.151
C -3.936320 -3.291731 2.924734 -0.8 0.3 2.0 -0.123
C -3.574170 -2.480333 1.877263 1.0 1.3 -1.6 -0.137
C -3.908408 -1.180348 2.153504 -1.6 -0.3 0.4 -0.104
H -5.235612 -0.459634 3.702346 0.4 -0.1 -0.1 0.136
H -5.083339 -2.841731 4.761931 -0.1 0.6 0.0 0.087
H -3.658795 -4.334333 2.973312 -0.4 0.0 0.4 0.088
H -3.121449 -2.752736 0.935327 0.4 -0.1 0.2 0.109
H -3.720673 -0.284284 1.580601 -0.3 0.0 0.1 0.110
```
Forces are in eV/Å.

DFT (ωB97M-V/def2-TZVPD) results for a 2-piece molecular cluster, C20H31ClF4NO4P2S overall.

LUMO level in eV: -5.394
Energy above the lowest of the compared OMol25 structures with the same formula, charge and spin in kcal/mol: 0.0
Total charge: +1
Orbital gap in eV: 5.9

The geometry in XYZ format:
```
64
Properties=species:S:1:pos:R:3:forces:R:3:lowdin_charge:R:1
C -0.325285 -0.929008 -2.774146 -0.1 0.3 1.0 -0.065
C 0.506515 0.284564 -2.248190 1.1 1.3 0.4 -0.215
C -0.000454 1.666974 -2.276589 2.2 -0.8 0.8 -0.017
C 0.842110 2.747384 -1.740632 0.5 -2.3 -0.1 -0.061
C 2.160141 2.437797 -1.196641 -1.0 -1.0 -0.6 -0.054
C 2.706877 1.062997 -1.164778 -2.3 1.2 -0.7 -0.202
C 4.149559 0.885258 -0.594586 -2.1 0.4 -0.3 -0.116
C 4.317170 -0.268648 0.456343 2.2 0.0 -0.2 -0.607
Cl 3.977113 -1.990692 -0.015231 -0.6 0.8 0.2 0.808
C 3.740217 -0.100831 1.900384 0.7 -0.3 0.1 0.051
N 4.654461 -0.336466 2.795915 0.1 0.8 -0.8 -0.226
P 4.575293 -0.356024 4.572566 -0.3 -1.8 3.0 0.378
S 4.396273 -2.118669 5.340126 0.0 0.5 -0.8 0.219
C 6.010776 -0.651274 2.260844 1.4 0.1 -0.1 -0.114
C 5.885028 -0.274899 0.743595 -0.3 0.6 0.9 -0.200
C 6.861932 -1.042560 -0.210711 1.1 0.1 -0.1 -0.402
F 6.491403 -1.029516 -1.534882 -0.1 -0.2 1.6 0.101
F 7.088979 -2.358738 0.181478 -0.6 1.6 -0.4 0.076
C 8.275502 -0.298544 -0.142862 0.2 -0.7 -1.9 -0.219
F 8.214514 0.820712 -0.970471 -0.2 -1.0 1.5 0.060
F 9.188924 -1.147848 -0.747444 -0.9 1.1 1.2 0.076
C 1.855475 0.010848 -1.703645 -0.7 1.6 -0.1 -0.016
H -1.311819 -0.604830 -3.207629 1.2 -0.3 0.3 0.080
H 0.251469 -1.585804 -3.472040 -0.5 0.8 0.4 0.083
H -0.577029 -1.563899 -1.873869 0.2 0.6 -0.9 0.082
H -1.004553 1.883269 -2.716499 1.0 -0.2 0.5 0.111
H 0.453902 3.795173 -1.749672 0.5 -1.1 0.0 0.105
H 2.773415 3.297445 -0.819055 -0.6 -1.0 -0.3 0.102
H 4.854866 0.823807 -1.461967 -0.3 -0.5 1.0 0.145
H 4.395600 1.850037 -0.057379 -0.2 -1.0 -0.4 0.134
H 2.714935 0.139310 2.268172 0.7 -0.2 -0.8 0.178
H 3.546273 0.498676 5.080014 0.4 0.2 -1.1 0.009
H 5.813667 0.190848 5.052148 -0.6 0.4 -1.1 0.014
H 6.738488 0.032709 2.782259 -0.7 -0.6 -0.5 0.136
H 6.361029 -1.688887 2.533652 -0.9 0.8 -0.5 0.156
H 6.189071 0.814255 0.696240 -0.2 -1.1 -0.2 0.161
H 8.571349 -0.019106 0.898694 0.1 -0.2 -0.9 0.174
H 2.203089 -1.044369 -1.736908 -0.3 1.0 0.0 0.070
O -3.617176 0.109862 -0.979628 -0.3 -0.9 -4.5 -0.237
P -5.048041 -0.411021 -1.044904 -1.5 1.1 8.9 0.724
O -5.743572 0.955631 -0.426392 0.1 0.1 -0.9 -0.245
C -5.980351 2.045119 -1.316979 -0.2 0.3 -0.1 -0.286
C -7.085007 1.736731 -2.312517 0.0 -0.1 -0.1 -0.081
O -4.868438 -1.333378 0.326265 0.0 -0.7 -0.8 -0.259
C -3.574159 -1.733102 0.774858 0.2 0.1 0.3 -0.284
C -2.999723 -0.725418 1.757944 -0.1 0.1 0.2 -0.074
O -6.577394 -1.090934 -1.245872 1.9 0.3 -2.9 -0.253
C -7.366551 -1.574225 -0.145573 -0.4 -0.7 0.8 -0.263
C -7.654517 -0.589090 0.972426 0.2 0.3 0.0 -0.077
H -5.052868 2.307314 -1.835350 0.0 0.0 0.1 0.106
H -6.271439 2.899632 -0.703329 0.1 -0.1 0.1 0.120
H -6.783875 0.937702 -2.996558 -0.1 0.0 0.0 0.070
H -7.326794 2.618615 -2.908445 0.1 0.0 0.0 0.081
H -7.987292 1.399073 -1.800382 0.1 0.1 0.0 0.077
H -2.906590 -1.902435 -0.069521 0.0 0.2 0.0 0.093
H -3.683144 -2.699947 1.273348 -0.3 0.1 0.0 0.118
H -3.142907 0.305028 1.432014 0.1 -0.1 -0.2 0.071
H -1.930826 -0.896441 1.906794 0.0 0.0 0.0 0.070
H -3.501065 -0.810899 2.725173 0.1 -0.1 0.0 0.076
H -6.915624 -2.484902 0.251042 0.1 0.2 0.0 0.112
H -8.322215 -1.876274 -0.580433 0.2 0.2 -0.4 0.123
H -6.755676 -0.298950 1.513047 0.0 0.0 -0.1 0.066
H -8.334590 -1.039818 1.699870 0.0 -0.2 -0.2 0.086
H -8.116439 0.320676 0.586497 0.0 -0.1 0.0 0.074
```
Forces are in eV/Å.

DFT (ωB97M-V/def2-TZVPD) results for C20H31ClN3PRu as an isolated structure.

LUMO level (spin up / spin down) in eV: -6.497 / -10.500
Total charge: +2
Multiplicity: 5
Orbital gap (spin up / spin down) in eV: 5.9 / 4.0
Expectation value of S²: 6.032

The geometry in XYZ format:
```
57
Properties=species:S:1:pos:R:3:forces:R:3:lowdin_charge:R:1
C 3.388697 -4.846409 -2.906194 0.6 -0.8 -0.5 -0.910
C 3.279430 -6.113203 -2.059493 -0.2 0.1 0.3 -0.119
C 2.840905 -5.120296 -4.305549 -0.3 0.2 0.0 -0.118
C 4.854315 -4.428036 -3.008932 0.0 0.3 0.1 -0.118
Cl 2.404919 -3.483188 -2.109380 0.2 -0.3 -0.2 0.512
H 3.419829 -5.925657 -4.769385 0.0 0.1 0.2 0.095
H 2.933363 -4.245310 -4.955545 -0.1 -0.1 0.1 0.082
H 1.798864 -5.451693 -4.275861 0.1 0.2 0.0 0.082
H 3.856793 -6.915020 -2.531416 0.0 0.2 -0.1 0.095
H 2.245787 -6.463748 -1.986088 0.1 0.1 0.1 0.082
H 3.693676 -5.968083 -1.057482 -0.1 0.0 -0.1 0.082
H 5.428411 -5.234616 -3.477018 -0.2 0.0 0.0 0.095
H 5.296651 -4.251239 -2.024242 -0.1 0.1 -0.1 0.082
H 4.980263 -3.541055 -3.636640 -0.1 0.0 0.2 0.082
C -2.235286 -0.260010 0.553620 -0.9 -0.9 -1.4 -0.284
C -2.088475 -0.341106 -0.891103 -1.3 -0.7 0.8 -0.160
C -1.345619 -1.530665 -1.197954 -0.3 0.7 0.4 -0.073
H -2.579183 0.324576 -1.592296 0.2 -0.2 0.1 0.118
C -1.008481 -2.176389 0.010840 0.0 0.0 0.5 -0.086
C -1.512323 -1.400376 1.109429 -0.1 0.0 -0.8 -0.187
H -1.500068 -1.671371 2.164854 0.1 -0.1 -0.5 0.098
H -2.902321 0.408371 1.079608 -0.1 -0.2 -0.1 0.089
H -1.104196 -1.868636 -2.197778 0.1 0.0 0.2 0.127
H -0.454797 -3.110150 0.104985 -0.1 0.4 -0.1 0.120
C 1.590617 1.645083 0.061165 -0.3 0.0 -0.8 -0.182
C 0.291847 2.216572 -0.292073 0.5 0.2 -1.9 -0.286
C -0.092247 1.608622 -1.559329 1.0 1.4 0.1 -0.164
H -0.194826 3.059857 0.169417 0.1 0.1 -0.1 0.083
C 0.979654 0.753887 -1.985281 -0.6 0.5 0.3 -0.073
C 2.002428 0.790723 -1.014603 0.1 0.2 0.6 -0.081
H 2.955395 0.269253 -1.065019 -0.3 0.0 0.0 0.123
H 2.187760 1.957432 0.918703 -0.1 -0.3 -0.4 0.097
H -0.969650 1.894379 -2.127685 0.2 -0.1 0.1 0.117
H 0.990140 0.195859 -2.915144 0.1 0.0 0.2 0.128
Ru -0.213731 0.256114 0.270399 1.2 -0.2 3.5 1.054
C -2.446831 2.429533 4.759445 -0.5 0.4 0.2 -0.109
N -1.479468 1.328421 4.969951 1.0 1.3 -2.1 -0.012
C -0.184126 1.903163 5.412322 0.6 -0.3 1.8 -0.117
N 0.343977 2.882021 4.452424 -1.6 -0.9 -1.0 -0.042
C -0.646008 3.957733 4.238899 -0.4 0.3 0.1 -0.106
N -1.952327 3.426448 3.780826 0.5 -0.7 0.2 -0.122
C -1.882719 2.875685 2.423969 0.2 -0.3 -0.2 -0.248
P -0.654059 1.434226 2.323496 -0.1 -0.1 -1.1 1.032
C -1.335883 0.481768 3.780704 0.3 -0.5 0.9 -0.240
C 0.771588 2.261077 3.203695 0.4 -0.4 0.5 -0.245
H -2.606277 2.940383 5.725923 0.0 -0.3 -0.4 0.156
H -3.394224 2.005860 4.389516 0.3 0.2 0.2 0.153
H 0.537190 1.085745 5.531111 -0.2 0.3 0.1 0.152
H -0.355283 2.419226 6.377407 0.1 -0.4 -0.5 0.162
H -0.266463 4.659425 3.478872 -0.1 -0.2 0.4 0.154
H -0.804480 4.483511 5.195207 0.1 -0.2 -0.4 0.155
H -2.879495 2.521648 2.113785 0.3 0.2 0.1 0.110
H -1.569350 3.662083 1.721446 -0.2 -0.2 0.2 0.104
H -0.635814 -0.347044 3.985936 -0.3 0.3 0.1 0.117
H -2.307410 0.046753 3.507205 0.2 0.2 0.0 0.115
H 1.212864 3.003118 2.527310 -0.2 0.0 0.2 0.109
H 1.527394 1.480005 3.397305 -0.2 0.3 0.0 0.121
```
Forces are in eV/Å.

- Which value of total charge does entry 3 give?
  +1

- Among the records above, which one has the lowest total charge?
  C20H31B4F16N3O2Rb